Record 1
The following is a quantum chemistry calculation of C28H52P2Yb as an isolated structure at a distorted geometry, from the OMol25 dataset.

## Properties
**HOMO energy (alpha / beta)**: -9.105 / -9.176 eV
**E_LUMO (alpha / beta)**: -2.71 / -2.76 eV
**Spin multiplicity**: 2
**Net charge**: +1
**Maximum force**: 0.093 Eh/bohr
**Electronic energy**: -79975.41414 eV

Structure (XYZ):
```
83
Properties=species:S:1:pos:R:3:forces:R:3:lowdin_charge:R:1
Yb 0.167 -0.547 -1.473 0.9 -0.2 4.7 1.23
P 1.600 2.046 -1.766 -0.5 -1.1 0.8 0.80
P -1.875 1.081 -2.472 0.3 -0.2 0.7 0.89
C -1.168 -1.381 -6.601 0.0 -0.6 -0.3 -0.16
C 0.828 0.258 2.900 0.3 0.4 0.4 -0.04
C -0.957 2.254 0.376 1.2 0.7 -0.3 -0.04
C 2.854 1.131 -2.723 0.5 0.0 -0.7 -0.30
C -1.864 2.892 2.637 -0.2 -0.2 -0.1 -0.07
C -0.796 -2.231 0.661 0.5 0.2 0.0 -0.31
C -1.295 -0.475 -3.294 0.1 -0.5 -2.0 -0.40
C 0.443 -0.735 1.868 -0.3 -0.3 -0.7 -0.24
C -3.582 1.121 -3.145 0.2 -0.1 -0.1 -0.23
C -3.093 3.591 0.513 0.3 -0.1 0.2 -0.07
C -0.945 1.659 -6.949 1.3 0.5 -0.5 -0.16
C 1.110 -3.366 -0.690 0.2 -0.7 -0.1 -0.08
C 2.778 -1.158 0.860 0.7 0.1 0.2 -0.07
C -2.160 2.539 1.160 -1.1 -0.1 0.4 -0.50
C 0.872 -0.307 -5.404 1.1 0.8 -0.7 -0.14
C 0.486 1.998 -6.392 -0.2 0.2 -1.1 -0.16
C -1.893 0.982 -6.046 -1.3 -1.5 -0.1 -0.15
C 0.346 -1.055 -6.593 -0.8 -0.1 -0.6 -0.16
C 1.155 1.008 -5.481 0.2 -0.6 -0.4 -0.14
C 1.317 -1.378 0.954 -0.8 -0.2 0.1 -0.33
C -0.859 -1.254 1.683 1.0 0.0 -0.6 -0.24
C -0.816 2.285 -3.437 -0.3 -0.3 -0.6 -0.38
C -2.044 -0.904 2.493 -0.6 0.3 0.2 -0.03
C 2.708 3.274 -1.009 -0.1 0.3 0.2 -0.25
C -1.932 -3.081 0.234 -0.7 -0.4 -0.1 -0.07
C -2.098 -0.363 -5.989 -0.4 1.4 -1.5 -0.14
C 0.454 2.979 -2.866 -0.1 0.2 -0.4 -0.38
C 0.567 -2.374 0.268 -0.4 0.9 -0.1 -0.40
H -2.836 -1.652 2.388 0.1 0.1 0.0 0.08
H 3.517 0.576 -2.037 -0.3 0.3 0.0 0.05
H 2.035 1.424 -4.993 -0.7 0.0 0.6 0.09
H 1.906 -2.942 -1.330 -0.1 -0.2 0.0 0.06
H -2.776 -2.466 -0.112 0.0 -0.3 0.0 0.07
H 0.583 -0.480 -7.506 0.0 -0.3 0.5 0.12
H 3.478 1.841 -3.292 -0.1 -0.4 0.0 0.06
H 2.426 0.398 -3.425 0.2 0.2 0.3 0.00
H 0.323 -3.801 -1.326 0.3 0.1 0.0 0.07
H 3.193 -1.569 -0.069 0.1 0.1 0.1 0.06
H 0.301 0.086 3.853 0.1 0.0 -0.3 0.09
H -1.649 -3.765 -0.576 -0.1 0.1 0.1 0.06
H -3.623 1.098 -4.234 -0.2 0.1 0.3 0.02
H -1.423 2.617 -7.219 0.3 -0.3 -0.1 0.13
H -4.100 0.226 -2.773 0.1 0.3 0.1 0.06
H 3.376 3.710 -1.770 -0.3 -0.1 0.3 0.06
H 1.572 -4.208 -0.144 0.0 0.2 -0.4 0.10
H -1.286 -2.360 -6.107 -0.3 0.4 0.0 0.12
H 2.123 4.068 -0.514 0.3 -0.3 -0.1 0.06
H -2.804 3.145 3.157 0.4 -0.1 -0.2 0.09
H 3.025 -0.085 0.904 0.1 -0.2 0.0 0.07
H -1.516 3.034 -3.838 0.3 0.1 0.2 0.10
H -1.481 -0.261 -4.356 -0.1 -0.4 0.8 -0.01
H -2.311 -3.705 1.062 0.1 0.1 -0.3 0.09
H 1.148 2.190 -7.261 -0.2 0.0 0.3 0.13
H -2.545 1.667 -5.490 0.1 -0.5 -0.5 0.09
H -0.835 1.090 -7.884 -0.1 0.1 0.3 0.12
H -3.072 -0.765 -5.660 0.7 0.3 0.4 0.13
H 0.919 -2.002 -6.672 -0.4 0.5 0.0 0.13
H 1.903 0.217 3.127 -0.3 0.0 -0.1 0.08
H 0.005 2.130 0.888 -0.4 -0.1 -0.3 0.04
H -4.058 2.021 -2.744 -0.1 -0.2 -0.1 0.05
H 0.148 3.867 -2.302 0.1 -0.2 0.1 0.08
H -1.491 -1.548 -7.643 0.1 -0.1 0.2 0.13
H -0.925 2.500 -0.691 0.0 0.0 0.8 -0.05
H -1.880 -1.378 -3.063 0.2 0.1 0.3 0.09
H -4.004 3.704 1.112 0.1 -0.1 -0.2 0.08
H -0.542 1.661 -4.294 0.1 0.5 0.3 0.01
H 3.323 2.748 -0.260 -0.3 0.3 -0.2 0.05
H 0.589 1.281 2.578 0.2 -0.1 0.3 0.05
H -1.191 3.755 2.724 -0.1 -0.2 -0.1 0.09
H 1.243 -0.944 -4.594 0.6 0.3 -0.4 0.09
H 1.058 3.345 -3.704 -0.3 0.1 -0.1 0.08
H 0.402 2.978 -5.894 0.3 -0.4 0.1 0.10
H -2.616 4.579 0.455 0.0 -0.2 0.0 0.08
H -0.195 -0.702 -3.456 -1.4 0.2 -0.1 0.00
H -1.406 2.036 3.150 -0.1 0.3 -0.1 0.06
H 3.305 -1.649 1.696 0.1 0.2 -0.3 0.09
H -1.813 -0.830 3.565 0.0 0.0 -0.2 0.09
H -2.450 0.066 2.178 -0.1 -0.3 0.3 0.05
H -3.378 3.281 -0.497 0.0 0.1 0.0 0.05
H -2.741 1.585 1.156 0.0 0.5 0.1 0.11
```
Forces are in eV/Å.

---

Record 2
The following is a quantum chemistry calculation of a 2-piece molecular cluster, C4H7NO2 overall, from the OMol25 dataset.

## Properties
**HOMO energy**: -7.806 eV
**E_LUMO**: 0.85 eV
**Energy relative to the best compared isomer or geometry (same formula, charge and spin)**: 114.8 kcal per mole
**Net charge**: 0
**Maximum force**: 0.017 Eh/bohr
**Electronic energy**: -9842.30127 eV

Structure (XYZ):
```
14
Properties=species:S:1:pos:R:3:forces:R:3:lowdin_charge:R:1
O -0.724 -1.081 -0.321 0.0 0.1 0.0 0.05
O -1.089 1.017 0.329 0.0 -0.1 0.0 -0.04
N -0.066 -0.728 -2.558 -0.1 0.0 0.5 0.18
C 1.000 -0.233 1.801 -0.2 0.1 -0.3 -0.04
C -0.460 1.128 -0.954 0.0 0.0 -0.1 -0.06
C -0.373 -0.308 -1.415 0.1 0.1 -0.2 -0.39
C -0.975 -0.255 0.740 0.9 0.1 0.2 -0.20
H 1.063 0.683 2.400 -0.1 -0.2 -0.2 0.02
H 0.536 1.579 -0.850 -0.2 -0.1 0.0 0.14
H -0.078 -1.748 -2.600 0.0 0.1 0.0 0.07
H -1.079 1.745 -1.609 0.1 -0.2 0.1 0.14
H 1.584 -0.157 0.881 0.0 0.0 0.1 0.02
H 1.292 -1.122 2.379 -0.2 0.2 -0.2 0.02
H -0.632 -0.521 1.777 -0.3 -0.1 0.0 0.09
```
Forces are in eV/Å.

---

Record 3
The following is a quantum chemistry calculation of one molecule with the formula C6H14N2 at a distorted geometry, from the OMol25 dataset.

## Properties
**HOMO energy**: -7.479 eV
**E_LUMO**: 0.97 eV
**Energy relative to the best compared isomer or geometry (same formula, charge and spin)**: 81.8 kcal per mole
**Structure (SMILES)**: CCN/C=C/CCN
**Net charge**: 0
**Maximum force**: 0.120 Eh/bohr
**Electronic energy**: -9425.93687 eV

Structure (XYZ):
```
22
Properties=species:S:1:pos:R:3:forces:R:3:lowdin_charge:R:1
N -0.583 0.467 -1.164 -4.6 -0.7 -0.6 -0.06
N 1.552 -2.314 1.909 -3.1 2.2 4.8 0.01
C -0.746 -0.514 1.098 -0.7 0.9 -4.1 -0.15
C -0.128 0.172 0.091 1.3 -0.8 0.6 -0.17
C -1.273 1.663 -3.167 0.4 -0.5 -0.3 -0.11
C 1.325 -0.846 2.542 1.9 -1.0 -2.7 -0.20
C -0.093 1.237 -2.297 0.8 1.0 0.0 -0.27
C -0.220 -0.714 2.422 2.1 -0.1 3.3 -0.26
H -1.733 -0.815 0.723 -0.1 -0.2 1.1 0.10
H 0.887 -2.439 1.195 -0.5 0.0 -1.2 0.03
H -1.654 0.466 -1.198 2.1 -0.3 0.0 0.15
H 0.922 0.381 0.139 0.6 0.4 0.5 0.10
H 2.444 -2.274 1.644 4.2 -0.5 -2.0 -0.02
H -1.747 0.738 -3.482 -1.5 0.0 1.0 0.08
H -1.087 1.936 -4.168 1.8 0.5 -1.4 0.05
H -0.675 0.005 3.108 0.4 0.2 0.1 0.10
H 0.630 0.714 -2.976 -0.4 0.2 1.0 0.12
H 0.342 2.158 -1.893 0.6 -0.1 -0.3 0.11
H -1.760 2.604 -2.907 -0.9 -0.8 1.0 0.08
H -0.272 -1.662 2.988 -1.8 -0.2 -0.9 0.11
H 2.020 -0.261 1.860 -1.4 0.3 0.7 0.09
H 1.848 -0.702 3.531 -1.3 -0.7 -0.6 0.11
```
Forces are in eV/Å.

---

Record 4
The following is a quantum chemistry calculation of a 3-piece molecular cluster, C23H43B3O11S2 overall at a distorted geometry, from the OMol25 dataset.

## Properties
**HOMO energy**: -9.148 eV
**E_LUMO**: 0.38 eV
**Structure (SMILES)**: CC(=O)OCCCCCCB1OBOB(SCC(=O)OC[C@@H](C)OC(=O)CS)O1.C1CCOC1.C1CCOC1
**Net charge**: 0
**Maximum force**: 0.095 Eh/bohr
**Electronic energy**: -70773.63702 eV

Structure (XYZ):
```
82
Properties=species:S:1:pos:R:3:forces:R:3:lowdin_charge:R:1
S -2.437 -4.094 -1.200 0.6 0.4 0.3 0.98
S -4.991 4.057 2.200 -0.2 0.5 -0.2 0.66
O -1.686 -5.537 1.148 1.9 2.4 0.1 0.14
O -7.100 0.860 0.995 3.3 2.3 0.3 0.06
O 0.204 -4.423 0.024 -2.1 1.1 1.9 0.17
O 5.641 1.430 -0.275 1.0 0.5 2.8 -0.05
O 7.844 1.686 0.483 -4.9 0.0 0.0 0.03
O -4.116 3.599 -1.858 -0.2 0.2 -0.2 -0.16
O 4.902 -2.904 0.728 0.4 -0.1 0.1 -0.17
O -2.244 -0.383 -0.794 -1.4 -1.4 -1.8 -0.06
O -4.803 1.451 1.031 -3.0 0.0 -1.2 -0.10
O 0.212 -4.489 2.526 -2.0 -0.4 -2.9 0.18
O -3.550 -1.139 -2.621 2.9 0.0 3.1 0.06
C -1.648 -2.579 -1.961 1.7 1.1 0.8 -0.34
C 1.929 -1.871 -0.021 0.1 -0.1 0.0 -0.18
C -5.857 4.301 -3.304 -0.4 0.1 0.1 -0.17
C -6.586 3.140 1.784 1.0 -0.7 0.6 -0.38
C -3.184 0.703 -0.655 -0.8 2.3 0.0 -0.10
C -3.818 4.927 -2.308 0.1 0.1 0.3 -0.20
C 1.023 -0.557 -0.203 -0.3 0.1 0.9 -0.20
C 4.303 1.356 0.285 -1.9 0.0 -0.3 -0.22
C 1.799 0.831 -0.007 -0.4 0.5 -1.0 -0.19
C 6.607 1.762 0.716 3.8 -0.1 0.2 -0.40
C 7.160 -2.391 1.240 0.2 0.3 0.4 -0.17
C -6.181 1.677 1.202 -1.7 -0.5 0.0 -0.45
C -5.257 3.112 -2.579 0.2 -0.3 0.0 -0.21
C -4.639 5.159 -3.562 0.3 0.1 -0.4 -0.18
C 3.184 0.946 -0.817 0.9 0.7 0.6 -0.15
C -2.603 -1.282 -1.817 -1.2 -0.5 -1.9 -0.42
C 5.866 -1.840 0.677 -0.1 0.1 -0.4 -0.20
C 7.073 -3.851 0.858 0.2 -0.3 -0.3 -0.17
C -4.562 0.354 0.070 0.3 -1.6 0.0 -0.27
C 1.679 -2.618 1.408 0.3 -0.7 -1.2 -0.05
C -4.602 -1.003 0.907 -0.5 -0.5 0.7 -0.02
C 5.591 -4.130 1.016 -0.3 -0.1 0.2 -0.20
C 6.212 2.255 2.204 -0.5 -0.3 -0.6 -0.01
B -1.211 -4.705 0.073 1.0 -0.9 0.2 -0.73
B -0.984 -5.276 2.378 0.5 0.0 -0.4 -0.23
B 0.644 -3.884 1.287 0.8 0.2 0.6 -0.43
H 1.705 -2.564 -0.919 0.4 0.8 1.6 0.12
H 5.239 -4.916 0.343 -0.1 0.1 0.0 0.12
H 7.125 2.578 2.807 -1.1 -0.6 -1.4 0.09
H 5.349 -4.417 2.045 0.0 -0.1 0.0 0.12
H 7.367 -3.979 -0.188 0.0 0.0 0.1 0.12
H 5.731 1.385 2.785 0.4 1.5 -1.0 0.09
H 3.175 1.800 -1.578 -0.2 -1.2 1.0 0.12
H 3.994 2.400 0.657 0.4 -1.6 -0.4 0.13
H -0.669 -2.411 -1.373 -1.6 -0.1 -0.9 0.07
H -6.397 4.019 -4.210 0.0 0.0 0.1 0.12
H -2.745 5.024 -2.484 0.0 -0.1 0.1 0.12
H -4.098 4.783 -4.437 0.0 0.1 0.1 0.12
H -5.085 5.368 1.762 -0.6 -1.1 0.1 -0.15
H 2.693 -3.093 1.695 -1.5 0.8 -0.2 0.11
H -5.485 -1.682 0.609 1.4 1.2 0.3 0.10
H -4.909 2.350 -3.285 -0.1 0.0 0.0 0.12
H 7.697 -4.504 1.471 -0.1 0.0 0.0 0.12
H -5.960 2.647 -1.883 0.1 0.0 0.0 0.11
H -4.790 -0.744 2.016 0.4 -0.3 -1.8 0.10
H -4.870 6.212 -3.730 0.0 -0.1 0.0 0.11
H 4.224 0.600 1.148 0.3 1.2 -1.3 0.11
H 7.166 -2.291 2.330 0.0 0.0 -0.1 0.12
H -1.318 -2.739 -3.048 -1.0 0.2 1.6 0.11
H 5.495 -0.982 1.241 -0.1 -0.1 0.0 0.09
H -1.445 -5.743 3.367 0.0 -0.1 -0.1 0.11
H -7.069 2.924 2.806 0.4 0.4 -1.9 0.09
H -2.681 1.555 -0.060 -0.6 -1.7 -0.8 0.16
H 0.216 -0.594 0.625 1.1 0.1 -1.4 0.11
H 0.426 -0.548 -1.190 1.3 0.0 1.4 0.10
H -5.372 0.301 -0.738 1.0 0.4 1.4 0.15
H 3.059 -1.674 -0.074 -1.8 0.0 0.0 0.08
H 5.516 3.153 2.089 0.7 -1.4 0.5 0.09
H -4.106 5.623 -1.512 0.1 0.1 0.0 0.12
H -7.260 3.719 1.078 0.9 -1.0 0.9 0.10
H 5.984 -1.545 -0.371 0.0 0.1 0.1 0.13
H -3.453 1.179 -1.670 0.7 -1.0 1.5 0.12
H -6.551 4.831 -2.643 0.0 -0.1 -0.1 0.12
H 1.971 1.093 1.095 -0.2 -0.6 -1.4 0.11
H 1.105 1.654 -0.420 1.0 -1.2 0.8 0.11
H -3.658 -1.635 0.886 -1.1 1.0 -0.2 0.07
H 8.044 -1.886 0.846 -0.1 0.0 0.0 0.12
H 3.457 -0.002 -1.384 -0.3 1.1 0.9 0.11
H 1.366 -1.902 2.242 0.5 -0.9 -1.2 0.12
```
Forces are in eV/Å.